No. 1
DFT (ωB97M-V/def2-TZVPD) results for a molecular structure, C23H41BBr2F8IN2O9PS2.

As for the energy: -9094.84577 a.u. As for the frontier orbital gap: 6.32 eV.

```
! RIJCOSX wB97M-V def2-TZVPD def2/J DEFGRID3
* xyz 0 1
I 1.525 -3.547 -2.148
Br 2.011 -0.047 3.276
Br 2.378 3.050 3.179
S 3.242 6.152 -1.974
S -2.431 -1.314 4.018
P -1.103 -2.120 2.853
F -6.225 -4.346 -0.711
F 5.702 6.508 -2.865
F -6.627 -2.848 0.854
F -5.380 -4.216 2.677
F -4.248 -5.431 1.212
F 4.751 8.309 -2.158
F 5.474 6.847 -0.749
F -6.425 -5.714 1.431
O 4.971 -0.920 -0.163
O 3.592 4.770 -1.713
O 2.761 6.414 -3.312
O -0.643 -5.881 1.419
O 2.506 6.799 -0.913
O -1.946 1.828 0.985
O 1.016 1.065 -0.522
O 1.012 3.276 -1.859
O -0.767 1.193 2.939
N 1.786 -1.202 -0.128
N 2.416 -1.940 0.900
C 4.132 -1.490 -1.167
C -4.445 -2.967 -0.084
C 2.993 2.787 0.448
C 0.504 1.001 -1.842
C -2.414 -1.613 0.431
C -0.936 -3.967 -0.080
C 1.044 0.048 0.423
C -5.423 -4.792 1.444
C 1.942 2.272 1.404
C -0.234 -5.315 0.195
C 4.874 6.999 -1.935
C -0.002 2.385 -2.206
C -5.673 -3.700 0.371
C -0.125 -2.756 0.384
C -1.006 -1.621 1.078
C -1.695 3.235 1.051
C -0.424 -0.202 0.774
C -0.413 2.429 -3.667
C -2.916 3.990 0.577
C 2.828 -0.743 -1.143
C 1.995 0.717 1.500
C -3.575 -2.398 1.061
C 0.727 -2.115 -0.704
B -1.053 1.002 1.631
H 2.708 2.484 -0.550
H 2.998 0.509 1.146
H -0.704 3.444 -3.903
H 4.569 -1.338 -2.150
H -0.921 -0.020 -0.176
H -1.465 3.570 2.060
H -4.733 -2.183 -0.776
H -3.838 -3.678 -0.637
H 3.959 2.343 0.669
H 5.877 -1.002 -0.460
H 0.489 -3.169 1.176
H -2.805 5.032 0.854
H -1.259 -3.904 -1.112
H 1.017 4.057 -2.416
H -0.909 2.542 -1.611
H 0.846 -5.159 0.209
H 0.187 -2.099 3.389
H 3.197 -1.490 1.353
H 3.054 3.862 0.482
H -1.843 -4.070 0.502
H -1.558 1.472 3.406
H -1.375 -3.496 2.716
H -0.309 0.300 -2.038
H -0.205 -5.407 2.123
H -0.437 -6.002 -0.615
H 0.104 -1.544 -1.372
H 0.400 2.109 -4.308
H 4.070 -2.560 -1.006
H -4.214 -1.731 1.619
H -2.314 -1.885 -0.617
H 3.106 0.276 -0.899
H 0.969 2.684 1.206
H -3.275 -3.242 1.663
H -3.776 3.603 1.112
H -2.764 -0.585 0.382
H 1.297 0.772 -2.552
H 2.572 -2.903 0.660
H 2.408 -0.681 -2.135
H -3.054 3.916 -0.493
H -1.278 1.789 -3.808
H -0.845 3.513 0.434
*
```

Results of the Mulliken charge analysis, in e, for atoms 1 through 6:
1. I 0.1797
2. Br 0.0577
3. Br -0.1196
4. S 1.2338
5. S -0.3915
6. P 0.0494

***

No. 2
DFT (ωB97M-V/def2-TZVPD) results for 10 unconnected molecules or ions with the total composition C23H41Cl18N.

Its structure (SMILES) is c1ccncc1.ClCCCl.ClCCCl.ClCCCl.ClCCCl.ClCCCl.ClCCCl.ClCCCl.ClCCCl.ClCCCl. The calculation puts the energy above the lowest of the compared OMol25 structures with the same formula, charge and spin at 21.7 kcal/mol. As for the energy: -9239.17152 a.u. As for the frontier orbital gap: 10.04 eV.

```
! RIJCOSX wB97M-V def2-TZVPD def2/J DEFGRID3
* xyz 0 1
Cl 20.277 17.961 8.688
Cl 16.297 11.502 6.093
Cl 15.126 10.361 15.809
Cl 20.973 17.061 12.183
Cl 15.418 15.933 10.578
Cl 19.868 13.347 4.876
Cl 15.553 7.586 9.918
Cl 11.190 8.792 8.663
Cl 14.298 15.385 5.412
Cl 13.325 9.075 12.068
Cl 12.037 11.926 7.594
Cl 17.499 12.210 17.284
Cl 19.640 13.988 12.675
Cl 21.432 12.405 7.768
Cl 18.552 15.228 7.890
Cl 12.587 12.957 13.293
Cl 10.095 14.177 11.199
Cl 16.131 15.353 13.906
N 16.960 10.916 12.579
C 18.881 18.034 7.598
C 16.146 12.369 10.871
C 15.627 13.156 6.390
C 15.431 7.362 11.700
C 14.006 7.452 12.144
C 20.095 11.675 5.477
C 20.058 11.610 7.016
C 9.955 13.096 12.603
C 11.106 12.105 12.793
C 17.026 15.808 11.438
C 15.063 13.707 5.111
C 15.930 11.579 11.966
C 17.904 16.984 7.963
C 16.052 11.744 15.172
C 17.292 12.219 10.070
C 20.385 14.648 11.203
C 12.846 9.476 8.657
C 16.292 12.797 16.187
C 12.833 10.939 8.863
C 21.544 15.559 11.437
C 17.077 16.317 12.823
C 18.160 10.938 11.940
C 18.292 11.421 10.640
H 16.741 13.723 15.792
H 12.327 11.104 9.815
H 15.960 6.504 12.069
H 19.557 15.196 10.773
H 17.257 14.761 11.432
H 9.931 13.730 13.515
H 19.291 11.336 10.069
H 9.126 12.477 12.428
H 13.862 11.348 8.970
H 22.016 15.719 10.527
H 15.966 8.169 12.203
H 20.096 10.550 7.378
H 13.827 7.033 13.079
H 15.795 13.894 4.286
H 15.251 12.932 10.546
H 11.251 11.481 11.884
H 18.162 16.267 13.188
H 13.319 9.205 7.727
H 14.829 13.026 7.130
H 17.387 17.115 8.873
H 15.404 12.955 16.765
H 19.065 11.988 7.374
H 17.656 16.257 10.721
H 14.931 11.548 12.350
H 18.421 18.996 7.638
H 22.262 15.092 12.162
H 16.453 13.811 6.768
H 20.588 13.782 10.536
H 19.291 17.952 6.572
H 18.999 10.407 12.391
H 17.016 11.339 14.767
H 17.403 12.667 9.101
H 10.871 11.469 13.671
H 15.310 12.018 14.378
H 21.006 11.303 5.091
H 19.281 11.118 5.071
H 17.054 17.007 7.313
H 13.437 6.834 11.438
H 13.406 9.026 9.483
H 14.264 13.110 4.704
H 16.871 17.333 12.995
*
```

Results of the Mulliken charge analysis, in e, for atoms 1 through 6:
1. Cl -0.1630
2. Cl -0.2229
3. Cl -0.2185
4. Cl -0.1752
5. Cl -0.1922
6. Cl -0.1686